{"formula": "C3H8OS3", "method": "ωB97M-V/def2-TZVPD", "symbols": ["C", "S", "C", "S", "C", "S", "H", "H", "H", "H", "H", "H", "O", "H", "H"], "positions_angstrom": [[-2.0552, 0.2654, 1.0477], [-1.3286, -1.1664, 1.9229], [0.3824, -0.6429, 2.1751], [1.2442, -0.3081, 0.5952], [0.3303, 1.1174, 0.0691], [-1.3063, 0.8416, -0.4422], [-2.0347, 1.0739, 1.8035], [-3.1143, -0.0047, 0.8723], [0.9592, -1.3997, 2.7408], [0.5137, 0.3307, 2.6851], [0.8175, 1.4397, -0.8711], [0.3831, 1.9624, 0.7824], [1.5553, -1.3447, -4.7728], [2.2449, -1.7281, -4.1848], [1.4084, -0.4366, -4.4234]], "forces_ev_per_a": [[-0.14, 0.24, 1.68], [0.02, -0.35, 0.05], [0.52, 0.96, -0.47], [0.63, -0.79, 0.37], [1.01, 1.10, -0.14], [-1.50, -0.38, -1.19], [-0.21, -0.18, -0.43], [0.66, 0.15, -0.07], [-0.55, 0.27, -0.45], [-0.55, -0.56, 0.25], [-0.02, -0.01, 0.56], [0.15, -0.43, -0.16], [0.58, 0.56, 0.94], [-0.76, 0.44, -0.60], [0.17, -1.01, -0.34]], "e_lumo_ev": 0.40, "gap_ha": 0.3337, "relative_energy_kcal_mol": 2.8}



{"formula": "C3H8OSi", "method": "ωB97M-V/def2-TZVPD", "symbols": ["C", "C", "Si", "C", "O", "H", "H", "H", "H", "H", "H", "H", "H"], "positions_angstrom": [[-1.5989, 0.6510, 1.3580], [-1.2281, -0.5206, 0.8670], [0.2614, -0.5638, -0.4283], [1.0686, 0.8338, -1.3666], [1.5421, -1.1417, 0.4059], [-2.3981, 0.7731, 1.9888], [-1.0809, 1.5956, 1.1296], [-1.9002, -1.3644, 1.1143], [0.0701, -1.4474, -1.5284], [2.1871, 0.8058, -0.9782], [0.9484, 0.5437, -2.4045], [0.5991, 1.7912, -1.1130], [1.5293, -1.9564, 0.9555]], "forces_ev_per_a": [[1.87, 0.79, -1.19], [0.40, 0.11, -1.64], [-0.41, -0.40, 1.26], [1.10, 0.38, 2.04], [1.02, -1.35, 1.34], [-1.93, 0.13, 1.56], [-0.06, -0.49, 0.00], [0.76, 0.18, -0.25], [-0.91, -1.11, -0.69], [-2.29, 0.20, -1.09], [0.26, 0.40, -0.16], [0.40, 0.09, -0.48], [-0.22, 1.07, -0.71]], "e_lumo_ev": 0.87, "gap_ha": 0.4089, "relative_energy_kcal_mol": 7.3}



{"formula": "C3H8OSi", "method": "ωB97M-V/def2-TZVPD", "symbols": ["C", "C", "C", "O", "Si", "H", "H", "H", "H", "H", "H", "H", "H"], "positions_angstrom": [[1.7770, -0.4772, 0.9538], [0.8126, 0.5320, 0.6495], [-0.1364, -0.5632, -0.6077], [2.8719, -0.5939, 0.4792], [-1.6753, 0.4825, -0.8407], [1.3141, -1.2759, 1.5916], [1.2573, 1.3711, 0.2349], [0.1704, 0.7380, 1.4851], [-0.0892, -1.3071, 0.1690], [0.6203, -0.7650, -1.4293], [-2.9335, -0.4244, -0.3111], [-2.3396, 0.4242, -2.2168], [-1.6495, 1.8591, -0.1574]], "forces_ev_per_a": [[0.21, -1.59, 0.62], [-1.90, -1.62, -1.89], [2.84, 2.78, 1.59], [0.57, 0.05, 0.01], [-2.82, -1.56, 0.13], [0.60, -0.04, 0.14], [0.50, 1.70, -1.03], [-0.57, 0.09, 0.14], [-1.06, -1.04, -0.59], [-1.10, 0.35, 1.04], [1.58, 1.21, 0.13], [1.08, 0.62, 0.35], [0.07, -0.95, -0.63]], "e_lumo_ev": 0.61, "gap_ha": 0.3852, "relative_energy_kcal_mol": 74.4}



{"formula": "C3H8OSi", "method": "ωB97M-V/def2-TZVPD", "symbols": ["C", "C", "C", "Si", "O", "H", "H", "H", "H", "H", "H", "H", "H"], "positions_angstrom": [[2.0811, -1.1444, 0.3900], [0.7841, -1.2446, 0.1519], [-0.2048, -0.3206, 0.7360], [-1.2448, 1.0084, -0.5194], [-1.4657, 1.5456, -2.0951], [2.8523, -1.6907, -0.1943], [2.2425, -0.4106, 1.1684], [0.5619, -2.1209, -0.3638], [0.2677, 0.4922, 1.3338], [-1.0373, -0.9222, 1.0233], [-2.4449, 0.6916, 0.1392], [-0.9086, 2.2273, 0.2685], [-1.0562, 1.0190, -2.7543]], "forces_ev_per_a": [[0.37, 0.46, -0.13], [1.26, 0.48, 0.78], [0.31, 0.89, -3.10], [1.10, 0.83, 1.97], [0.16, -0.48, 1.54], [-0.55, 0.32, 1.05], [1.32, 0.25, -0.22], [-1.40, -1.03, -1.45], [-0.69, -1.06, 0.18], [-0.73, 0.28, 1.12], [-1.89, -0.45, -0.05], [0.29, 0.14, -0.47], [0.47, -0.62, -1.22]], "e_lumo_ev": 0.18, "gap_ha": 0.3320, "relative_energy_kcal_mol": 41.0}



{"formula": "C3H8S2", "method": "ωB97M-V/def2-TZVPD", "symbols": ["C", "C", "S", "S", "C", "H", "H", "H", "H", "H", "H", "H", "H"], "positions_angstrom": [[-1.2002, -2.0686, -0.6955], [-0.3086, -0.8204, -0.6084], [0.4120, -0.5644, 1.0048], [1.7886, 1.1206, 0.0246], [1.1020, 2.4100, 0.9712], [-1.8064, -2.1224, -1.6020], [-0.5990, -2.9810, -0.5792], [-1.9146, -2.0952, 0.1461], [-0.8322, 0.0149, -1.0605], [0.5075, -1.0933, -1.2837], [1.4258, 3.4361, 0.7907], [1.4029, 2.2014, 1.9938], [0.0224, 2.5623, 0.8979]], "forces_ev_per_a": [[-0.44, -0.32, 1.47], [-0.26, -1.69, -1.65], [1.64, 2.20, -1.34], [-1.05, -2.40, 0.44], [-0.73, 1.52, 1.45], [0.34, 0.14, -0.07], [-0.14, 0.22, -0.24], [0.08, 0.06, -0.27], [0.05, 0.45, 0.49], [0.11, 0.54, 0.05], [0.87, -0.24, -0.60], [-0.41, 0.25, 0.27], [-0.06, -0.73, 0.00]], "e_lumo_ev": -0.52, "gap_ha": 0.3024, "relative_energy_kcal_mol": 27.0}



{"formula": "C3H8Si", "method": "ωB97M-V/def2-TZVPD", "symbols": ["C", "C", "C", "Si", "H", "H", "H", "H", "H", "H", "H", "H"], "positions_angstrom": [[-0.5589, 1.1647, -0.0190], [0.2098, -0.0851, -0.2537], [1.4881, -0.6165, 0.4034], [-1.6358, -0.3388, 0.2868], [-0.1798, 2.0170, 0.7025], [-0.8595, 1.6140, -0.9561], [0.8970, -0.1536, -2.0647], [1.9354, -1.3835, -0.3228], [1.1148, -1.0880, 1.3323], [2.1165, 0.3157, 0.4841], [-2.0640, -1.0944, 1.3238], [-2.4635, -0.3515, -0.9165]], "forces_ev_per_a": [[1.27, 2.14, 2.19], [0.59, -1.29, -3.18], [-0.81, 0.67, -1.19], [2.04, 1.72, -4.12], [-0.57, -1.86, -1.28], [-0.33, 0.08, 0.04], [-1.62, 0.17, 2.91], [-0.55, 1.16, 1.57], [1.10, 0.27, -0.01], [0.00, -1.42, 0.49], [-0.64, -1.29, 2.49], [-0.47, -0.36, 0.08]], "e_lumo_ev": 0.15, "gap_ha": 0.3103, "relative_energy_kcal_mol": 105.4}



{"formula": "C3H9AlF12O2P2", "method": "ωB97M-V/def2-TZVPD", "symbols": ["Al", "O", "H", "P", "F", "F", "F", "F", "F", "F", "P", "F", "F", "F", "F", "F", "F", "C", "C", "C", "O", "H", "H", "H", "H", "H", "H", "H", "H"], "positions_angstrom": [[-0.0239, -4.0178, 17.4487], [1.6179, -1.7084, 16.3252], [0.7627, -1.3494, 16.6321], [-1.5759, -3.0755, 14.0597], [-0.9126, -4.3158, 14.7194], [-2.9883, -3.8408, 13.7076], [-2.2320, -2.8551, 15.5523], [-2.2203, -1.5946, 13.6805], [-0.2108, -2.2838, 14.5548], [-0.9816, -3.5478, 12.6190], [0.3499, -2.3695, 20.8629], [-0.5244, -2.8957, 22.0909], [0.6376, -3.8932, 20.3928], [-0.9139, -2.5619, 19.8008], [1.1959, -2.0166, 19.5344], [-0.0100, -0.7438, 20.9655], [1.6977, -2.3282, 21.6700], [4.1991, -5.6980, 17.8613], [3.1665, -5.0129, 18.7467], [3.5514, -4.9729, 20.2541], [3.0393, -3.6943, 18.1588], [4.0220, -5.4783, 16.8085], [4.3171, -6.7734, 17.9946], [5.2127, -5.3829, 18.1092], [2.2039, -5.5218, 18.6968], [3.9806, -5.9373, 20.5257], [2.8063, -4.6748, 20.9918], [4.4415, -4.3671, 20.4239], [3.9099, -3.3033, 18.2622]], "forces_ev_per_a": [[0.14, 0.63, 0.16], [-0.25, -0.26, 0.21], [0.10, 0.26, -0.12], [-2.06, 1.97, 0.58], [1.03, -3.36, 0.46], [0.98, 0.31, -0.41], [-0.02, 0.75, 0.86], [0.86, -1.64, -0.91], [-0.24, 0.36, -0.89], [-0.34, 1.48, 0.72], [-0.84, 0.46, -3.27], [0.25, 1.01, -0.11], [0.59, -2.16, 0.96], [-1.36, 0.77, 0.42], [0.88, 1.26, -1.00], [0.21, -2.03, 1.13], [0.04, 0.47, 1.28], [0.59, -0.81, 0.33], [0.65, 0.70, 0.48], [0.98, -0.34, -0.48], [-0.66, -0.85, 0.64], [-0.12, -0.06, 0.11], [-0.60, -0.25, 0.02], [0.08, 0.64, 0.02], [-0.18, 0.21, -0.34], [-0.48, -0.50, 0.06], [-0.21, -0.02, -0.56], [-0.03, 0.64, -0.29], [-0.01, 0.37, -0.04]], "charge": -1, "e_lumo_ev": [2.14, 0.74], "gap_ha": [0.3760, 0.3204], "multiplicity": 2}



{"formula": "C3H9BF3N2O7Si2", "method": "ωB97M-V/def2-TZVPD", "symbols": ["C", "C", "B", "O", "Si", "O", "Si", "O", "N", "O", "C", "F", "F", "F", "H", "H", "H", "H", "H", "H", "H", "H", "H", "N", "O", "O", "O"], "positions_angstrom": [[-1.9733, 0.3826, 1.6130], [-1.9368, -1.0709, 1.0958], [-1.3929, -1.3401, -0.3366], [-1.5299, -2.5956, -0.9283], [-0.4122, 0.0922, -1.4405], [0.8553, -0.5794, -2.2822], [2.4619, -0.2371, -2.1399], [3.0911, -1.2253, -0.9745], [2.8463, -1.1009, 0.5152], [2.6710, -0.0232, 0.8571], [-1.5244, 0.8957, -2.8093], [-2.1268, -0.0111, -3.6283], [-0.8494, 1.7371, -3.6249], [-2.5365, 1.6218, -2.2646], [-2.5703, 0.4712, 2.5390], [-0.9726, 0.7928, 1.8552], [-2.4281, 1.0674, 0.8671], [-2.9433, -1.5522, 1.1544], [-1.2979, -1.7103, 1.7539], [-0.7570, -3.1803, -0.9004], [0.0725, 1.2460, -0.6511], [3.1557, -0.6647, -3.3622], [2.6290, 1.1964, -1.8456], [1.8688, 1.4511, 3.7368], [2.7298, 1.8306, 4.5501], [1.4442, 0.2717, 3.7796], [1.4259, 2.2344, 2.8711]], "forces_ev_per_a": [[0.04, 0.39, 0.09], [-0.35, -0.17, 0.32], [0.10, -0.14, -0.26], [0.36, -0.05, 0.57], [0.12, -0.11, 0.07], [-0.01, 0.34, 0.15], [-0.20, -0.17, -0.10], [0.16, -0.22, 0.35], [0.06, 0.46, -0.02], [0.00, -0.35, -0.15], [-0.33, -0.10, -0.12], [0.14, 0.04, 0.11], [0.06, 0.01, 0.03], [0.06, 0.00, 0.04], [0.25, -0.10, -0.42], [-0.38, -0.37, -0.14], [0.14, -0.37, 0.31], [0.50, 0.24, 0.00], [-0.29, 0.34, -0.24], [-0.32, 0.35, -0.30], [0.01, 0.03, -0.09], [-0.02, 0.07, -0.06], [0.02, -0.01, -0.01], [-0.03, -0.23, 0.00], [0.04, 0.06, 0.02], [-0.06, -0.03, -0.05], [-0.07, 0.08, -0.12]], "charge": -1, "e_lumo_ev": 2.23, "gap_ha": 0.2462, "relative_energy_kcal_mol": 0.0}